No. 1
Here is C5H6O2 in the gas phase from OMol25. Energies are from wB97M-V/def2-TZVPD.

```
13
Properties=species:S:1:pos:R:3
C -0.769 0.165 1.026
C -0.589 -1.132 0.247
O -0.618 -0.384 -1.072
C -0.299 0.847 -0.248
C 1.236 0.833 -0.313
O 1.906 1.217 0.640
C 0.663 -1.132 -0.511
H -1.813 0.367 1.280
H -0.101 0.325 1.876
H -1.276 -1.974 0.309
H -0.814 1.730 -0.629
H 1.587 0.894 -1.363
H 0.791 -2.020 -1.136
```

Properties
Frontier orbital gap: 9.24 eV
Net charge: 0
Energy relative to the best compared isomer or geometry (same formula, charge and spin): 5.414 eV
Electronic energy: -9371.681 eV

Löwdin population analysis, charges in e, atoms 1 to 4: -0.05 -0.17 -0.04 -0.17

No. 2
Here is a molecular structure, C5H6O2 from OMol25. Energies are from wB97M-V/def2-TZVPD.

```
13
Properties=species:S:1:pos:R:3
O 0.785 1.036 0.144
C 2.155 -0.030 0.207
C 1.302 -1.187 0.274
C 0.209 -0.454 0.295
C -1.274 -0.490 0.282
C -1.838 0.052 -1.017
O -2.721 0.872 -1.076
H 0.662 1.539 0.969
H 2.705 0.298 1.094
H 2.667 0.222 -0.723
H -1.732 0.055 1.116
H -1.553 -1.548 0.370
H -1.369 -0.364 -1.934
```

Properties
Frontier orbital gap: 9.19 eV
Net charge: 0
Energy relative to the best compared isomer or geometry (same formula, charge and spin): 5.253 eV
Electronic energy: -9371.843 eV

Löwdin population analysis, charges in e, atoms 1 to 4: -0.04 -0.04 -0.03 -0.29

No. 3
Here is a molecular structure, C5H6O2 from OMol25. Energies are from wB97M-V/def2-TZVPD.

```
13
Properties=species:S:1:pos:R:3
O 2.107 -1.780 0.299
C 1.317 -0.885 0.389
C -0.068 -0.740 1.044
C -0.338 0.187 -0.140
C -1.552 0.782 -0.678
O -0.993 -0.393 -1.256
C 1.152 0.470 -0.325
H 0.032 -0.189 1.987
H -0.708 -1.614 1.172
H -2.500 0.625 -0.167
H -1.493 1.676 -1.298
H 1.523 0.582 -1.345
H 1.520 1.279 0.318
```

Properties
Frontier orbital gap: 10.57 eV
Net charge: 0
Energy relative to the best compared isomer or geometry (same formula, charge and spin): 2.185 eV
Electronic energy: -9374.911 eV

Löwdin population analysis, charges in e, atoms 1 to 4: 0.12 -0.37 0.00 -0.44

No. 4
Here is C5H6O2 in the gas phase from OMol25. Energies are from wB97M-V/def2-TZVPD.

```
13
Properties=species:S:1:pos:R:3
C -1.353 0.990 0.079
C -0.660 -0.341 0.361
O -1.545 -1.419 0.210
C 0.527 -0.571 -0.566
O 0.364 -1.094 -1.652
C 1.817 -0.136 -0.057
C 2.876 0.246 0.372
H -2.224 1.075 0.736
H -1.702 1.018 -0.955
H -0.702 1.851 0.278
H -0.242 -0.286 1.374
H -1.041 -2.079 -0.277
H 3.845 0.623 0.605
```

Properties
Frontier orbital gap: 10.46 eV
Net charge: 0
Energy relative to the best compared isomer or geometry (same formula, charge and spin): 2.383 eV
SMILES: C#CC(=O)[C@@H](C)O
Electronic energy: -9374.712 eV

Löwdin population analysis, charges in e, atoms 1 to 4: -0.02 -0.40 0.00 -0.38